# 1
Formula: C6H12Br6
Source: OMol25
Level of theory: ωB97M-V/def2-TZVPD

For the HOMO energy (alpha / beta), the calculation gives -11.83 / -11.83 eV. The value obtained for the energy above the lowest of the compared OMol25 structures with the same formula, charge and spin is 0.872 eV. Its spin multiplicity is 2. For the HOMO-LUMO gap (alpha / beta), the calculation gives 7.26 / 1.75 eV. The charge is +1.

Positions of all 24 atoms, in Å:
Br 5.432182 0.201881 0.849866
C 4.852028 1.971868 -0.090911
C 6.075253 2.526544 -0.857205
Br 5.886461 1.868384 -2.700674
H 4.684583 2.739817 0.664286
H 3.972814 1.710987 -0.679998
H 6.971184 2.305675 -0.277017
H 5.994063 3.611813 -0.918122
Br 1.371584 1.284530 0.668718
C -0.053996 1.238208 2.076155
C -1.288639 0.546910 1.533069
Br -2.828514 0.569272 2.860661
H -0.202803 2.267348 2.402972
H 0.224332 0.709600 2.987862
H -1.125604 -0.472378 1.182980
H -1.596566 1.167691 0.691705
Br -2.935070 -2.419671 -0.058915
C -4.627894 -3.322264 -0.570787
C -5.024620 -2.694194 -1.858089
Br -6.234073 -3.902337 -2.850941
H -5.390741 -3.288976 0.207070
H -4.433551 -4.359002 -0.845542
H -4.197385 -2.535811 -2.549955
H -5.525029 -1.725897 -1.867186

Cartesian forces, eV/Å:
-0.9 1.4 -0.6
1.0 0.4 0.2
-1.1 -0.8 -0.5
0.8 0.1 0.7
-0.5 -0.7 0.6
0.3 -0.1 0.2
0.3 -0.2 -0.8
-0.2 -0.1 0.1
-0.4 -0.3 0.9
-0.5 -0.5 1.1
-0.7 1.0 -0.5
1.5 0.0 -1.0
-0.1 0.0 -0.5
1.0 -0.2 -0.3
0.0 0.1 0.4
-0.6 -0.4 0.0
-0.6 -0.5 0.3
0.2 -0.2 -0.5
-0.6 0.8 -1.7
0.1 0.2 0.3
0.4 0.3 0.1
0.5 0.0 0.7
0.1 -0.4 0.3
-0.2 -0.2 0.7


# 2
Formula: C41H56F3NO7S2
Source: OMol25
Level of theory: ωB97M-V/def2-TZVPD

For the HOMO energy, the calculation gives -7.79 eV. For the HOMO-LUMO gap, the calculation gives 6.78 eV.

Positions of all 110 atoms, in Å:
C -2.400139 0.885105 -3.955362
C -1.527934 1.136636 -2.552456
C -0.918242 2.600987 -2.125162
C -0.042926 2.672412 -0.734230
C 0.254171 1.350850 0.236099
C -0.402236 -0.123725 -0.201211
C -1.283466 -0.223698 -1.611952
C -1.862160 -1.717478 -1.995763
C -0.575800 -2.744732 -2.108277
C 0.417219 -2.544448 -3.439094
C 1.705038 -3.536011 -3.692825
C 2.036952 -4.707987 -2.589656
C 1.075924 -4.870270 -1.268837
C -0.269377 -3.924381 -0.964003
N -1.135839 -4.135692 0.258448
C -0.337242 -4.223420 1.540251
C -0.753416 -3.360297 2.891258
C 0.170342 -3.480846 4.266164
C 1.480919 -4.475129 4.348679
C 1.908893 -5.383572 3.024007
S 3.401006 -6.497809 3.224402
O 4.110706 -6.892154 1.907245
O 4.458327 -5.662640 4.047048
C 2.839657 -7.966954 4.273611
F 2.109865 -7.392841 5.446102
F 1.925532 -8.766856 3.410412
F 4.050294 -8.690696 4.726057
C 0.987506 -5.215210 1.678588
S 1.430905 -6.171675 0.084723
H -2.652198 1.895916 -4.508137
H -3.382118 0.265204 -3.765065
H -1.674648 0.230534 -4.639312
H -1.081298 3.544814 -2.803769
H 0.412655 3.713382 -0.384335
H 0.884708 1.389985 1.224899
H -0.240172 -1.086993 0.483797
H -2.634015 -2.008634 -1.154712
H -2.433426 -1.755622 -3.026489
H 0.191695 -1.670603 -4.218440
H 2.417849 -3.443130 -4.629097
H 2.957593 -5.456863 -2.706019
H -1.930667 -3.462196 0.315594
H -1.684379 -2.640937 2.964465
H -0.069910 -2.853695 5.250503
H 2.163177 -4.560082 5.324058
C -4.010494 5.023147 2.818501
C -3.892893 3.544075 2.555349
C -3.166797 3.515163 1.228100
O -2.331286 4.680162 1.185378
C -2.703985 5.548136 2.264706
H -4.157200 5.271736 3.872617
H -4.851040 5.435938 2.248041
H -3.273302 3.077710 3.330389
H -4.854014 3.024486 2.527289
H -3.868643 3.576366 0.389632
H -2.553689 2.617697 1.105145
H -1.908868 5.505765 3.017052
H -2.785176 6.575887 1.900254
C 3.400297 -3.424843 -8.609871
C 4.685961 -2.640753 -8.664678
C 4.506408 -1.658014 -7.528182
O 3.687822 -2.304946 -6.544047
C 3.136155 -3.496212 -7.121784
H 3.465863 -4.409842 -9.078869
H 2.600479 -2.861275 -9.104866
H 5.533725 -3.303620 -8.454965
H 4.863048 -2.152963 -9.626560
H 3.979885 -0.757260 -7.861018
H 5.457488 -1.359836 -7.077627
H 3.645927 -4.353763 -6.669266
H 2.070073 -3.560335 -6.887160
C -3.590686 -2.891190 8.534575
C -2.799735 -4.172766 8.586479
C -2.274308 -4.278327 7.171409
O -2.111245 -2.938219 6.687005
C -2.755535 -2.041235 7.602177
H -3.741944 -2.428111 9.512920
H -4.574254 -3.079902 8.088121
H -1.964230 -4.064645 9.288134
H -3.389655 -5.041841 8.888502
H -2.992123 -4.784950 6.517621
H -1.318865 -4.808118 7.117439
H -1.973377 -1.503729 8.149304
H -3.354707 -1.314789 7.046335
C 7.000159 2.707397 -7.660487
C 7.005768 2.802336 -6.156596
C 6.568400 1.412078 -5.749741
O 7.033118 0.515024 -6.767807
C 7.477209 1.290008 -7.890041
H 7.630437 3.453884 -8.150371
H 5.976352 2.822614 -8.035829
H 8.025307 2.992310 -5.800889
H 6.354501 3.586804 -5.762923
H 5.476733 1.334753 -5.709147
H 6.975804 1.111397 -4.780166
H 8.571131 1.239567 -7.918735
H 7.083610 0.859066 -8.814736
C -5.791493 9.779873 3.734832
C -5.785884 9.874812 5.238724
C -6.223251 8.484554 5.645578
O -5.758534 7.587500 4.627513
C -5.314442 8.362484 3.505277
H -5.161214 10.526360 3.244947
H -6.815299 9.895090 3.359490
H -4.766344 10.064786 5.594430
H -6.437150 10.659280 5.632396
H -7.314918 8.407229 5.686172
H -5.815847 8.183873 6.615153
H -4.220520 8.312043 3.476583
H -5.708041 7.931543 2.580583

Cartesian forces, eV/Å:
1.2 -0.1 0.5
1.2 -0.2 2.4
0.8 -4.2 2.8
-1.0 -2.9 -0.6
-2.9 -0.9 -3.8
-0.5 3.7 -2.5
1.6 3.1 1.5
0.9 0.3 0.0
2.3 -1.8 -0.3
1.1 -3.2 2.4
-2.4 -0.6 3.5
-3.1 2.3 0.9
-1.3 2.6 -1.5
2.5 1.0 -4.1
3.3 0.4 0.3
1.5 0.4 4.0
3.5 -2.3 0.5
1.6 -2.4 -2.7
-2.0 0.2 -3.0
-4.5 3.2 0.3
6.8 4.5 -2.3
-3.8 0.2 4.2
-4.8 -3.3 -1.7
-0.7 -1.3 1.2
2.4 -2.5 -3.8
3.1 2.2 3.5
-4.8 2.2 -1.6
-0.7 1.3 1.1
-0.9 2.5 0.3
0.6 -2.1 1.3
2.0 1.4 -0.3
-1.7 1.5 1.3
0.3 -2.1 1.6
-1.2 -2.5 -0.9
-1.4 0.2 -2.3
-0.3 2.3 -1.7
1.6 0.3 -1.7
1.2 0.3 2.2
0.5 -2.2 2.0
-1.7 0.0 2.2
-2.3 1.9 0.3
1.2 -0.7 0.0
2.1 -1.7 -0.4
0.3 -1.5 -2.6
-1.8 0.3 -2.5
-0.4 0.5 0.2
0.1 -0.5 0.3
0.1 -0.2 -0.4
-0.2 0.0 0.2
0.4 0.1 -0.1
0.0 0.0 -0.2
0.1 0.0 0.1
-0.1 0.0 -0.1
0.1 0.0 0.0
0.0 -0.1 0.0
0.0 0.2 -0.1
0.0 0.1 0.1
0.1 -0.1 -0.1
-0.5 -0.1 -0.4
0.6 -0.1 -0.2
0.2 0.4 0.3
-0.1 -0.2 -0.3
0.0 -0.1 0.4
0.0 0.1 0.1
0.1 -0.1 0.0
-0.1 0.1 -0.1
0.0 0.0 0.1
0.1 0.1 -0.1
-0.2 0.0 0.0
-0.1 -0.1 0.0
0.1 0.0 0.0
-0.6 0.2 0.1
0.3 -0.3 0.4
0.1 -0.2 -0.4
-0.1 0.0 0.2
0.3 0.4 -0.1
0.0 0.0 -0.1
0.1 0.1 0.1
-0.1 -0.1 -0.1
0.1 0.1 -0.1
0.0 -0.1 0.0
-0.1 0.1 -0.1
-0.1 0.1 0.0
0.1 -0.1 0.0
-0.3 0.3 -0.5
0.3 0.3 0.5
-0.3 -0.3 0.2
0.0 0.4 -0.1
0.3 -0.4 -0.1
-0.1 -0.1 0.0
0.1 0.0 0.0
-0.1 0.0 0.0
0.1 -0.1 0.0
0.0 0.0 0.1
0.0 -0.1 -0.1
0.0 0.0 -0.1
0.0 -0.1 0.1
-0.3 0.3 -0.5
0.3 0.3 0.5
-0.2 -0.4 0.1
0.0 0.4 0.0
0.3 -0.4 -0.1
-0.1 -0.1 0.0
0.1 0.0 0.0
-0.1 0.0 0.0
0.1 -0.1 0.0
0.0 0.1 0.1
0.0 -0.1 -0.1
0.0 0.0 -0.1
0.0 -0.1 0.1


# 3
Formula: C3H5N3
Source: OMol25
Level of theory: ωB97M-V/def2-TZVPD

For the HOMO energy, the calculation gives -8.94 eV. The value obtained for the energy above the lowest of the compared OMol25 structures with the same formula, charge and spin is 5.130 eV. For the HOMO-LUMO gap, the calculation gives 8.46 eV.

Positions of all 11 atoms, in Å:
C 0.376741 -1.501473 -0.834158
C -0.294535 -0.319451 -0.204964
C -0.523696 0.004441 1.048329
N -0.560929 1.207273 1.688233
N -0.265609 2.188139 0.878341
N 0.156083 1.899737 -0.278933
H -0.304491 -2.243890 -1.280223
H 0.972192 -1.086480 -1.640645
H 1.053879 -2.048584 -0.158004
H -0.832632 -0.903594 1.565060
H 0.222997 2.803883 -0.783037

Cartesian forces, eV/Å:
0.1 0.5 -0.2
0.5 1.1 -0.1
-0.3 -0.4 0.0
-0.2 0.1 0.1
0.1 -0.7 -0.2
0.0 -0.7 0.3
-0.1 0.6 0.1
0.2 -0.2 -0.3
-0.2 0.4 -0.1
-0.1 0.2 0.6
-0.1 -1.0 -0.3


# 4
Formula: C11H14N2
Source: OMol25
Level of theory: ωB97M-V/def2-TZVPD

For the HOMO energy (alpha / beta), the calculation gives 0.80 / -5.43 eV. The value obtained for the energy above the lowest of the compared OMol25 structures with the same formula, charge and spin is 0.272 eV. Its spin multiplicity is 2. For the HOMO-LUMO gap (alpha / beta), the calculation gives 2.73 / 8.84 eV. The charge is -1.

Positions of all 27 atoms, in Å:
C 0.371754 -3.879205 2.505289
C -0.511927 -2.156576 0.717628
C 0.215801 -3.235187 1.164536
C 0.694561 -2.939939 -0.941014
N -0.250017 -2.027407 -0.610273
N 0.955322 -3.705958 0.089399
H -0.979450 -1.376572 1.292242
H -0.643612 -1.271513 -1.148393
H 1.269581 -4.477058 2.372617
H -0.582070 -4.335677 2.784061
H 1.090736 -3.145950 -1.917683
H 0.465850 -3.106132 3.273000
C -0.588350 2.110280 -2.771790
C 0.969155 2.510913 -0.895774
C -0.376325 2.428471 -1.351614
C 1.314548 2.639369 0.409429
C -1.363478 2.422245 -0.372436
C 0.271087 2.604861 1.405239
C -1.038353 2.516426 0.990797
H 1.785621 2.351206 -1.598847
H 2.295679 2.585242 0.865557
H -0.052136 2.749246 -3.476287
H -1.606719 2.044414 -3.131572
H -2.386021 2.452067 -0.729425
H 0.555381 2.817153 2.429501
H -1.836737 2.265999 1.682101
H -0.039883 1.159269 -3.036292

Cartesian forces, eV/Å:
-0.7 1.3 -0.4
0.4 -0.4 1.0
0.3 0.6 -1.3
-0.8 -0.6 0.5
0.3 0.5 0.0
0.3 -0.5 0.6
-0.5 -0.1 -0.2
0.2 0.2 -0.5
-0.3 -0.5 0.7
0.5 -0.9 -0.1
-0.1 0.4 -0.2
0.6 0.0 0.0
0.9 -0.4 -1.4
0.4 -0.4 -0.9
1.0 0.3 0.8
-1.6 -0.6 2.5
0.2 0.4 -0.4
0.9 1.1 -1.1
-0.4 -1.0 -0.3
-0.3 0.2 -0.2
0.4 0.3 -0.8
-0.1 0.6 0.3
-0.3 -0.1 0.3
-0.1 -0.4 0.3
-0.2 -0.5 0.1
0.0 0.7 0.3
-0.7 -0.1 0.4


# 5
Formula: C18H15Cl2N4O3Pd
Source: OMol25
Level of theory: ωB97M-V/def2-TZVPD

For the HOMO energy (alpha / beta), the calculation gives -15.16 / -14.76 eV. The value obtained for the energy above the lowest of the compared OMol25 structures with the same formula, charge and spin is 3.271 eV. Its spin multiplicity is 2. For the HOMO-LUMO gap (alpha / beta), the calculation gives 5.46 / 4.36 eV. The charge is +2.

Positions of all 43 atoms, in Å:
Pd 0.315223 0.216286 0.067788
O 2.032523 4.049086 0.425488
C 1.863923 2.850086 0.196288
N 0.613223 2.278986 0.226388
C -0.394077 3.179686 0.433988
O -0.160777 4.375286 0.623088
C -1.745077 2.613686 0.372788
C -2.847377 3.477986 0.512688
C -4.112777 2.979586 0.317088
C -4.274977 1.629886 -0.008412
C -3.149177 0.827986 -0.057112
N -1.917277 1.293686 0.136288
C 2.929723 1.922386 -0.176412
C 4.247823 2.394186 -0.324712
C 5.192923 1.548186 -0.848112
C 4.834523 0.251386 -1.231612
C 3.533323 -0.166414 -1.000712
N 2.627923 0.641386 -0.473312
H -2.652677 4.512086 0.762088
H -4.972777 3.626886 0.423088
H -5.245977 1.208586 -0.212212
H -3.246977 -0.230814 -0.259912
H 4.450123 3.419086 -0.049812
H 6.210223 1.893586 -0.977912
H 5.545023 -0.412414 -1.695612
H 3.205023 -1.169614 -1.253012
O -0.078777 -1.594614 -1.083212
N -1.063177 -2.430914 -0.862812
C -1.803977 -2.325514 0.256788
C -2.776477 -3.252014 0.555888
C -2.997477 -4.316514 -0.310612
C -2.248377 -4.381414 -1.478612
C -1.297177 -3.420414 -1.742312
H -1.573477 -1.474714 0.901888
H -3.346977 -3.144314 1.463388
H -3.730077 -5.073714 -0.079512
H -2.393277 -5.174114 -2.194412
H -0.694377 -3.418014 -2.637512
Cl 0.860023 -0.857514 2.205088
C 2.221623 -2.004614 2.269688
Cl 3.759623 -1.130214 2.143888
H 2.117423 -2.695314 1.428988
H 2.163323 -2.516814 3.235188

Cartesian forces, eV/Å:
0.2 3.0 -2.0
1.4 -3.1 -0.8
0.9 2.9 0.7
0.0 -2.7 0.1
-0.3 3.0 0.9
-2.4 -2.4 -0.2
-1.9 0.1 0.0
1.2 -0.5 -0.1
-0.5 -0.5 -0.1
0.3 0.6 0.2
-0.1 -0.5 -0.1
1.6 0.2 0.0
2.0 -1.0 -0.5
-1.5 -0.1 0.3
0.4 -0.8 -0.3
-0.1 0.7 0.3
0.0 -0.6 -0.2
-1.6 1.1 0.5
0.0 0.0 -0.1
0.0 0.0 -0.1
-0.1 -0.1 0.0
0.0 0.0 0.0
0.0 0.1 0.0
0.0 0.0 0.0
0.0 -0.1 0.0
0.1 0.1 0.0
1.2 1.6 0.3
-1.0 -0.6 0.8
-0.1 0.2 0.3
0.0 -0.2 -0.2
0.2 0.2 -0.1
-0.2 0.1 0.2
0.2 0.0 -0.2
-0.1 -0.4 -0.2
0.0 0.0 0.1
-0.1 0.0 0.0
0.0 -0.1 -0.1
0.1 0.1 0.1
-0.5 0.1 0.6
1.0 -0.2 -0.3
-0.4 -0.4 0.2
0.0 0.2 0.3
-0.1 0.2 -0.2


# 6
Formula: H9O4
Source: OMol25
Level of theory: ωB97M-V/def2-TZVPD

For the HOMO energy, the calculation gives -16.52 eV. The value obtained for the energy above the lowest of the compared OMol25 structures with the same formula, charge and spin is 0.596 eV. For the HOMO-LUMO gap, the calculation gives 13.36 eV. The charge is +1.

Positions of all 13 atoms, in Å:
O -0.097678 -0.691538 2.487263
H 0.663698 -1.136746 2.874928
H -0.805408 -0.657091 3.129780
O 0.937068 2.227111 -0.290221
H 1.101157 2.419482 -1.214706
H 1.023846 3.078072 0.110178
O -0.525334 -1.511478 -2.151626
H -0.916687 -2.379944 -2.218561
H -0.208516 -1.397387 -3.050442
O -0.375915 0.009522 -0.017330
H 0.202299 0.779700 -0.363148
H -0.456641 -0.561227 -0.832587
H -0.101759 -0.138236 0.923068

Cartesian forces, eV/Å:
0.4 0.2 -0.7
-0.2 0.0 0.2
-0.1 0.0 0.3
0.1 -0.8 -0.9
0.2 0.1 -0.4
-0.1 0.8 0.9
0.1 0.2 -0.2
-0.4 -0.5 0.5
0.3 0.5 -0.2
0.8 2.5 -1.8
-0.8 0.0 1.2
-0.1 -1.5 0.5
-0.2 -1.4 0.6